No. 1
Density functional theory data (ωB97M-V/def2-TZVPD) for a structure of composition C6H9Br12IN4OP.

```
34
Properties=species:S:1:pos:R:3:forces:R:3
N -2.09513 1.07654 0.98532 0.2 -0.3 -0.1
C -1.58661 0.42926 -0.09058 -0.4 0.1 0.0
N -0.95520 0.96588 -1.13677 0.2 -0.1 0.2
C -0.63517 -0.05230 -1.93400 -0.2 0.4 0.3
P 0.28283 0.22260 -3.50940 0.2 -0.1 0.0
O 0.82347 -1.31631 -3.62990 -0.1 0.0 0.1
I -1.72415 0.11341 -4.84612 -0.2 0.0 -0.2
N -1.07962 -1.19872 -1.42200 0.2 -0.2 -0.2
N -1.66994 -0.90657 -0.24507 -0.3 0.2 -0.2
H -1.49641 1.65213 1.55755 -0.1 0.3 -0.2
H -3.05948 0.96836 1.23908 0.0 -0.2 0.2
H 1.76986 -1.33860 -3.80473 0.2 -0.1 -0.1
H -0.98743 -2.13671 -1.78668 0.0 0.0 0.0
H -2.07040 -1.60333 0.36463 0.1 -0.1 0.1
C 2.83184 -1.07635 1.64976 0.0 0.0 0.1
Br 3.15199 -2.56653 0.48242 0.0 0.0 0.0
Br 4.17134 0.27304 1.49159 0.0 0.0 0.0
Br 1.06299 -0.35027 1.35253 0.1 -0.1 0.1
H 2.84128 -1.44488 2.66664 0.0 0.0 0.0
C -0.38642 1.12892 -8.75531 -0.1 0.0 0.0
Br 1.29689 0.94129 -7.83737 0.1 0.0 0.1
Br -0.86049 2.97459 -8.97354 0.0 0.0 0.0
Br -0.38416 0.18352 -10.42213 0.0 0.0 0.0
H -1.13939 0.67555 -8.12656 0.0 0.0 0.0
C 1.03421 2.64026 4.37470 0.1 0.0 0.0
Br 1.61919 0.88363 4.87857 0.1 0.0 0.1
Br 1.99119 3.32171 2.86089 0.0 0.0 0.0
Br -0.87208 2.67592 4.07069 -0.1 0.0 0.0
H 1.23158 3.29540 5.21142 0.0 0.0 0.0
C -0.69686 -2.17970 6.72359 0.0 0.0 0.0
Br 0.96259 -2.18731 7.68219 0.0 0.0 0.0
Br -1.64113 -0.52685 6.95585 -0.1 0.0 0.0
Br -0.41749 -2.56511 4.85100 0.0 0.0 -0.1
H -1.31367 -2.97249 7.12173 0.0 0.0 0.0
```
Positions in Å, forces in eV/Å.

Computed properties:
LUMO energy, eV: -3.772
Energy, Eh: -32055.267114
Net charge: +1

=====

No. 2
Density functional theory data (ωB97M-V/def2-TZVPD) for the ion C6H5BrN3O3S with charge +1 at a distorted geometry.

```
19
Properties=species:S:1:pos:R:3:forces:R:3
C -2.20265 0.87793 0.91095 -0.3 0.3 0.0
C 1.73200 -0.48552 -0.34662 -4.7 1.1 -0.5
C 2.05058 0.78715 -0.15619 0.6 -0.4 0.0
C -0.78254 -1.09029 0.63136 -0.2 0.0 0.4
C -0.34450 -0.50386 -0.63803 4.5 -0.3 0.1
C -0.60779 0.94695 -0.89264 1.1 0.4 -0.2
N -1.69005 -0.23498 1.37834 0.1 -0.3 0.2
N -1.77302 1.42635 -0.19461 -0.4 0.3 -0.1
N 2.40837 -1.71635 -0.46102 0.6 0.6 0.2
O -0.51215 -2.14904 1.09508 0.0 0.0 0.0
O 3.58493 -1.61452 -0.19293 0.5 -0.5 0.1
O 1.80242 -2.68591 -0.81458 -0.3 -0.6 -0.2
S 0.84773 2.03439 -0.29247 -0.4 -0.2 0.0
Br 3.78149 1.43525 0.25337 -0.6 -0.1 -0.2
H -3.01721 1.35578 1.44588 0.1 0.0 0.0
H -0.35832 -1.18812 -1.47698 -0.3 0.0 0.0
H -0.69726 1.16831 -1.95883 -0.1 -0.1 0.2
H -2.03491 -0.65266 2.24092 0.0 0.2 -0.2
H -2.18711 2.28914 -0.53101 -0.1 -0.2 0.2
```
Positions in Å, forces in eV/Å.

Computed properties:
LUMO energy, eV: -5.148
Energy, Eh: -3593.397085
Net charge: +1

=====

How do the records compare in Kohn-Sham gap? In the order shown, they have 8.21; 8.19 eV.